No. 1
Density functional theory data (wB97M-V/def2-TZVPD) for a single C22H29ClN4O2 molecule.

Calculated values
E_LUMO: 0.526 eV
orbital gap: 8.94 eV

```
58
Properties=species:S:1:pos:R:3:forces:R:3
C -1.416 4.426 -3.825 0.0 0.0 -0.1
C 0.036 4.159 -3.677 0.4 -0.1 0.2
N 0.826 3.921 -4.709 -0.5 0.0 -0.6
N 2.052 3.719 -4.226 0.0 0.0 0.7
C 3.161 3.437 -5.090 0.3 -0.1 -0.2
C 2.052 3.823 -2.878 -0.4 0.1 -0.1
Cl 3.484 3.605 -1.971 0.0 0.0 0.1
C 0.767 4.115 -2.469 0.5 0.0 0.0
C 0.259 4.306 -1.080 0.0 -0.1 -0.1
N -0.735 3.292 -0.755 -0.1 0.1 -0.1
C -0.233 1.934 -0.782 0.2 -0.2 0.0
C 0.679 1.585 0.402 -0.4 0.0 0.0
C -0.055 1.847 1.724 0.7 0.4 0.1
O -1.171 0.984 1.877 -0.2 0.0 0.0
C -0.993 -0.323 2.193 -0.1 -0.3 0.0
C 0.221 -0.931 2.502 0.1 0.4 0.0
C 0.262 -2.280 2.808 -0.2 -0.2 0.0
C -0.893 -3.047 2.816 0.0 0.1 0.2
C -0.854 -4.499 3.178 0.1 0.1 -0.1
O -1.315 -4.934 4.218 -0.2 0.0 0.2
N -0.257 -5.295 2.264 0.1 -0.2 0.0
C 0.139 -4.897 0.925 0.1 0.4 -0.5
C 0.574 -6.204 0.257 -0.1 0.0 0.0
C -0.240 -7.264 0.997 0.1 0.1 0.1
C -0.226 -6.738 2.428 -0.1 -0.3 0.3
C -2.109 -2.433 2.537 0.1 0.0 0.0
C -2.158 -1.093 2.220 0.1 0.2 0.0
C -0.602 3.277 1.741 -0.2 -0.3 -0.2
C -1.443 3.540 0.484 0.0 0.1 0.2
H -1.727 4.204 -4.841 -0.1 0.0 -0.1
H -1.972 3.814 -3.118 -0.1 0.0 0.0
H -1.629 5.473 -3.610 -0.1 0.1 0.0
H 2.781 3.421 -6.108 0.0 0.0 0.1
H 3.601 2.469 -4.845 0.0 0.1 0.0
H 3.927 4.209 -4.995 0.0 -0.1 0.0
H -0.242 5.277 -1.012 0.1 0.0 0.1
H 1.118 4.318 -0.390 -0.1 0.1 0.0
H 0.299 1.777 -1.723 -0.1 -0.1 0.0
H -1.102 1.268 -0.764 0.1 0.0 -0.1
H 1.586 2.191 0.375 0.1 0.0 0.0
H 0.969 0.535 0.332 0.1 0.0 0.0
H 0.633 1.716 2.574 -0.2 0.0 -0.1
H 1.141 -0.367 2.517 0.0 0.1 0.0
H 1.210 -2.735 3.058 0.1 -0.1 0.0
H -0.712 -4.446 0.399 0.1 0.0 0.0
H 0.946 -4.161 0.952 -0.1 0.0 -0.1
H 1.639 -6.372 0.425 0.0 0.0 0.0
H 0.388 -6.197 -0.815 0.1 0.0 0.0
H -1.261 -7.288 0.616 0.0 0.0 0.0
H 0.190 -8.259 0.915 0.0 -0.1 0.0
H 0.694 -7.032 2.948 -0.1 -0.1 0.0
H -1.079 -7.054 3.031 0.1 0.0 0.0
H -3.018 -3.016 2.567 -0.1 0.0 0.0
H -3.095 -0.608 1.996 -0.1 0.1 0.0
H 0.234 3.976 1.792 0.0 0.0 0.0
H -1.221 3.414 2.628 0.0 0.0 0.1
H -1.803 4.571 0.484 -0.1 0.0 0.0
H -2.309 2.872 0.502 -0.1 0.1 0.0
```
Positions in Å, forces in eV/Å.

Mulliken population analysis, charges in e, atoms 1 to 6:
1. C -1.108
2. C 0.471
3. N -1.053
4. N 0.761
5. C -0.891
6. C -0.370

No. 2
Density functional theory data (wB97M-V/def2-TZVPD) for a molecular structure, C22H29CoN9O9P2S.

Calculated values
charge: -1
2S+1: 5
E_LUMO (alpha / beta): 1.279 / 1.277 eV
orbital gap (alpha / beta): 4.66 / 6.82 eV

```
73
Properties=species:S:1:pos:R:3:forces:R:3
Co 0.265 -0.062 0.118 0.3 -0.1 -0.1
N -1.292 -3.756 -1.364 0.1 -0.3 -0.1
C -1.566 -2.486 -1.118 -0.1 0.2 0.1
N -0.517 -1.916 -0.565 0.3 -0.1 0.0
C 0.435 -2.930 -0.510 -0.2 0.0 -0.1
N -0.017 -4.080 -1.004 -0.1 0.2 0.0
C 1.730 -2.643 0.014 0.2 0.2 0.1
C 2.675 -3.632 0.303 0.0 0.1 0.0
N 3.864 -3.389 0.807 0.1 0.2 0.0
C 4.131 -2.045 1.034 -0.1 -0.3 -0.1
C 3.233 -1.060 0.765 -0.1 0.0 -0.1
N 2.001 -1.290 0.245 -0.2 -0.3 0.0
H -1.868 -4.441 -1.818 -0.1 0.0 0.0
H -2.517 -2.021 -1.336 0.1 0.0 0.0
H 2.416 -4.671 0.112 0.0 0.1 0.0
H 5.102 -1.802 1.446 0.0 0.0 0.0
H 3.501 -0.022 0.949 0.0 -0.1 0.0
N -1.939 4.271 -0.237 -0.2 -0.2 0.0
C -2.651 2.922 -0.220 0.0 0.1 0.0
C -4.157 3.143 -0.146 0.0 0.1 0.0
P -2.048 1.911 1.216 0.0 0.2 0.1
O -0.560 2.588 1.360 -0.3 -0.1 -0.1
O -2.853 2.193 2.415 0.0 -0.1 0.0
O -1.913 0.510 0.646 0.4 0.1 0.4
P -2.156 2.173 -1.826 -0.2 -0.1 -0.1
O -2.701 0.697 -1.733 -0.1 0.3 -0.7
O -2.714 3.022 -2.894 0.1 -0.1 0.0
O -0.612 2.181 -1.695 0.1 0.0 0.0
H -0.941 4.102 -0.081 0.1 0.0 0.0
H -2.284 4.877 0.506 0.0 0.0 0.1
H -2.082 4.708 -1.153 0.0 0.0 0.0
H -4.426 3.669 0.773 0.0 0.0 0.0
H -4.661 2.176 -0.121 0.1 0.0 0.0
H -4.517 3.686 -1.022 0.0 0.0 0.0
H -0.270 2.541 2.285 -0.1 0.1 -0.1
H -2.416 0.353 -0.842 0.0 0.0 0.3
O 2.020 3.336 9.810 0.0 0.0 0.0
S 2.918 2.661 8.893 -0.1 -0.1 0.0
O 3.232 3.403 7.689 0.0 0.0 0.0
O 4.043 1.982 9.509 0.0 0.0 0.0
C 1.909 1.256 8.296 -0.2 -0.2 -0.3
N 1.358 0.449 9.215 0.2 0.2 -0.2
C 0.631 -0.553 8.753 0.0 0.0 0.1
C 0.416 -0.776 7.402 -0.2 -0.3 0.0
C 1.023 0.105 6.533 0.0 0.1 -0.2
N 1.771 1.106 6.975 0.2 0.3 0.4
C 0.867 0.033 5.048 0.0 0.0 0.2
C 0.006 -0.853 4.425 -0.2 -0.2 -0.1
C -0.152 -0.803 3.050 -0.1 -0.1 0.0
N 0.519 0.049 2.278 -0.1 0.0 0.0
C 1.388 0.873 2.877 0.2 0.0 0.0
C 1.582 0.914 4.240 0.1 0.1 0.1
H 0.192 -1.211 9.497 0.0 0.0 0.0
H -0.197 -1.603 7.063 0.1 0.0 0.1
H -0.575 -1.567 4.994 0.0 0.0 -0.1
H -0.861 -1.450 2.544 0.0 0.0 0.0
H 1.938 1.541 2.223 0.0 0.0 0.0
H 2.263 1.618 4.704 0.0 0.0 0.0
C 1.194 1.874 -3.891 -0.1 0.0 0.0
C 1.559 1.439 -2.467 0.0 0.1 0.1
C 2.547 0.275 -2.545 0.0 -0.1 0.0
C 2.211 2.614 -1.734 0.1 0.0 0.1
C 0.324 0.956 -1.715 -0.2 0.0 0.2
H 2.062 2.297 -4.406 0.0 0.0 0.0
H 0.400 2.625 -3.885 0.1 0.0 0.0
H 0.844 1.013 -4.471 0.0 0.0 0.0
H 3.317 0.492 -3.291 0.0 0.0 0.0
H 2.044 -0.655 -2.833 0.0 0.1 0.0
H 3.032 0.097 -1.587 0.0 0.0 0.0
H 3.166 2.874 -2.199 0.0 0.0 0.0
H 2.400 2.351 -0.687 0.0 0.0 -0.1
H 1.570 3.499 -1.758 0.0 0.0 0.0
H -0.189 0.256 -2.387 0.0 0.0 -0.1
```
Positions in Å, forces in eV/Å.

Mulliken population analysis, charges in e, atoms 1 to 6:
1. Co 1.157
2. N 0.125
3. C -0.358
4. N 0.035
5. C 0.218
6. N -0.885

No. 3
Density functional theory data (wB97M-V/def2-TZVPD) for a molecular structure, C22H29CrN7O10S5.

Calculated values
charge: -1
2S+1: 2
E_LUMO (alpha / beta): 0.617 / 0.695 eV
orbital gap (alpha / beta): 5.89 / 5.99 eV

```
74
Properties=species:S:1:pos:R:3:forces:R:3
Cr 0.547 0.448 1.646 -0.5 0.6 -0.4
S -1.149 1.315 0.384 0.0 -0.2 0.5
C -1.031 2.831 -0.504 0.2 0.0 -0.3
S 0.158 3.999 -0.217 -0.2 0.3 -0.3
C -1.980 2.967 -1.521 0.1 -0.1 0.2
C -2.103 4.164 -2.277 0.0 0.1 -0.1
N -2.242 5.118 -2.910 0.0 0.0 0.0
C -2.792 1.874 -1.933 0.0 -0.1 0.0
N -3.404 0.978 -2.332 0.0 0.0 0.0
O -1.462 2.962 3.322 -0.1 -0.3 0.1
S -1.459 1.619 3.850 -0.3 0.5 0.2
O -1.588 1.492 5.274 0.1 -0.2 0.0
O -0.237 0.876 3.368 0.0 0.1 0.0
C -2.820 0.748 3.086 0.2 0.0 -0.2
C -3.946 1.540 2.907 0.1 0.0 0.0
C -5.022 1.074 2.175 -0.1 0.0 0.0
C -4.976 -0.189 1.611 -0.1 0.0 0.0
C -3.872 -0.998 1.813 0.0 0.0 0.1
C -2.789 -0.550 2.561 0.1 0.1 0.0
S -1.436 -1.736 2.653 0.0 -0.7 0.0
O -0.832 -1.724 3.962 0.0 0.2 0.0
O -2.015 -2.999 2.268 0.0 0.2 -0.2
O -0.461 -1.293 1.576 0.1 0.1 0.4
H -3.929 2.548 3.300 0.0 0.0 0.0
H -5.885 1.708 2.019 0.0 0.0 0.0
H -5.797 -0.543 1.002 0.0 0.0 0.0
H -3.820 -1.993 1.396 0.0 0.0 0.0
N 1.814 -0.646 3.165 -0.1 0.0 -0.2
C 3.201 -0.475 3.626 0.1 0.2 0.0
C 3.643 0.981 3.520 0.0 -0.1 -0.2
C 3.856 1.417 2.058 -0.1 0.1 0.1
C 2.944 2.544 1.586 0.1 -0.2 0.0
N 1.523 2.280 1.851 0.2 -0.2 0.4
H 1.171 -0.362 3.904 0.0 -0.1 0.0
H 1.588 -1.628 3.031 0.0 0.0 0.1
H 3.865 -1.091 3.013 0.0 0.0 0.0
H 3.304 -0.818 4.659 0.0 -0.1 0.0
H 4.564 1.105 4.091 0.0 0.0 0.0
H 2.884 1.602 4.002 0.1 0.0 0.1
H 3.689 0.560 1.405 0.1 0.0 0.0
H 4.889 1.737 1.908 0.0 0.0 0.0
H 3.061 2.663 0.507 -0.1 0.1 0.0
H 3.240 3.490 2.049 0.0 0.0 0.0
H 0.979 2.948 1.267 -0.1 0.0 -0.1
H 1.283 2.547 2.803 0.0 0.0 0.0
C -2.512 -1.096 -5.183 0.1 0.0 0.0
C -2.014 -2.526 -5.027 0.3 0.2 0.0
S -0.220 -2.627 -5.012 -0.3 0.0 0.1
O 0.169 -4.005 -5.175 0.0 -0.1 0.1
O 0.330 -1.640 -5.909 0.0 0.1 0.0
C 0.194 -2.118 -3.339 0.0 -0.1 -0.3
C 1.660 -1.693 -3.293 -0.1 -0.1 -0.2
N 1.992 -1.303 -1.923 0.2 -0.2 0.0
C 1.442 -0.233 -1.316 0.0 0.2 0.1
N 1.636 -0.284 0.010 0.4 -0.2 -0.2
C 2.367 -1.411 0.243 0.0 -0.4 -0.1
C 2.584 -2.063 -0.929 -0.2 0.5 0.2
N 3.376 -3.232 -1.099 0.2 -0.3 0.0
O 3.598 -3.641 -2.226 -0.1 0.1 0.0
O 3.800 -3.747 -0.080 -0.1 0.1 -0.1
C 0.790 0.846 -2.089 -0.1 0.1 0.0
H -3.569 -1.092 -5.442 0.0 0.0 0.1
H -1.958 -0.596 -5.976 0.0 0.0 0.0
H -2.397 -0.521 -4.263 -0.1 0.0 0.0
H -2.303 -3.168 -5.860 0.0 0.0 0.0
H -2.337 -2.991 -4.094 -0.1 -0.1 0.0
H 0.002 -2.972 -2.690 0.0 0.0 0.0
H -0.470 -1.291 -3.082 0.0 0.0 0.0
H 1.825 -0.852 -3.961 0.1 0.0 0.0
H 2.312 -2.504 -3.597 0.0 0.0 0.1
H 2.696 -1.724 1.215 0.0 0.1 0.0
H 1.108 0.824 -3.129 0.0 0.0 0.0
H 1.039 1.816 -1.655 0.0 0.0 0.0
H -0.296 0.753 -2.044 0.0 0.0 0.0
```
Positions in Å, forces in eV/Å.

Mulliken population analysis, charges in e, atoms 1 to 6:
1. Cr 0.588
2. S 0.331
3. C 0.402
4. S -0.478
5. C 0.771
6. C -0.308